(1)
74
Properties=species:S:1:pos:R:3:forces:R:3 method="wB97M-V/def2-TZVPD" charge=-1 energy_ev=-95568.81794
C -2.109 -5.113 -1.565 0.819 1.301 0.193
C -0.806 -4.148 -1.462 -1.024 -1.480 0.886
O -0.453 -3.784 -2.811 0.240 0.034 0.674
C -1.180 -2.853 -0.591 -0.896 -0.153 -1.153
O -0.238 -1.780 -0.685 1.001 -1.397 -0.464
C 0.873 -1.934 0.220 -1.644 1.139 3.968
O 1.181 -3.242 0.741 -0.908 2.073 -1.840
B 2.596 -3.414 0.254 -1.376 -0.681 0.923
C 3.114 -4.750 1.051 0.358 -1.277 0.435
C 2.442 -4.950 2.474 1.757 1.522 1.554
O 2.911 -4.428 3.501 -1.433 -1.804 -2.740
O 1.292 -5.785 2.620 0.866 1.371 -0.769
O 3.169 -2.099 0.593 -0.164 1.367 -0.323
C 2.253 -1.131 -0.020 1.610 -1.525 -0.079
P 2.996 -0.941 -1.747 -0.186 -0.466 -1.833
N 2.241 -1.687 -2.929 0.636 0.800 1.299
O 4.635 -1.459 -1.684 -2.389 0.896 -0.261
O 3.074 0.748 -2.045 0.372 -2.231 0.318
H -2.498 -5.336 -0.517 0.464 0.070 -1.759
H -2.864 -4.524 -2.184 0.755 -0.870 0.868
H -1.814 -6.040 -2.154 -0.445 0.978 0.915
H 0.018 -4.752 -0.933 -0.907 1.164 -0.865
H -0.059 -4.551 -3.266 -0.208 0.470 0.559
H -2.159 -2.452 -1.047 1.445 -0.394 0.569
H -1.414 -3.095 0.492 0.483 -0.117 -1.228
H 0.450 -1.414 1.162 0.688 -0.370 -1.068
H 2.396 -3.595 -0.924 0.975 -0.162 -0.660
H 2.875 -5.674 0.425 0.263 1.155 0.726
H 4.251 -4.680 1.128 -1.460 -0.292 0.425
H 0.628 -5.490 1.962 0.628 -0.163 0.121
H 2.321 -0.089 0.432 -0.389 -1.518 -0.080
H 1.452 -2.198 -2.511 0.142 0.200 -0.454
H 4.568 -2.414 -1.919 -0.114 0.885 0.274
H 2.665 0.884 -2.924 0.212 -0.381 0.590
C 3.374 5.410 -0.891 -0.097 0.098 0.056
S 3.001 3.731 -0.341 0.060 -0.100 -0.145
O 1.513 3.594 -0.303 0.402 0.198 0.071
C 3.567 3.964 1.357 -0.110 0.068 0.142
H 3.064 5.510 -1.931 -0.044 -0.061 0.097
H 2.830 6.132 -0.279 -0.036 -0.049 -0.041
H 4.449 5.587 -0.815 -0.024 -0.093 0.006
H 3.011 4.778 1.827 -0.023 -0.005 -0.074
H 4.635 4.189 1.357 -0.037 -0.043 -0.067
H 3.393 3.040 1.909 -0.004 0.004 -0.140
C -5.678 -7.122 2.334 -0.140 -0.009 -0.058
S -3.917 -7.260 1.960 0.109 0.178 -0.126
O -3.620 -6.307 0.849 -0.404 -0.505 0.521
C -4.011 -8.913 1.242 -0.060 -0.076 -0.113
H -5.864 -6.137 2.763 0.131 -0.050 -0.041
H -6.263 -7.235 1.419 0.091 0.014 -0.012
H -5.958 -7.890 3.057 0.068 0.023 -0.008
H -4.702 -8.913 0.396 0.026 0.088 0.031
H -4.347 -9.621 2.002 0.032 0.065 0.021
H -3.016 -9.197 0.898 -0.029 0.129 0.069
C -2.334 5.536 3.232 -0.135 0.081 0.067
S -1.041 5.996 2.058 -0.064 -0.274 -0.202
O -1.639 6.964 1.088 -0.067 -0.146 0.156
C -0.957 4.393 1.238 -0.147 0.143 -0.119
H -2.580 6.410 3.836 0.074 -0.015 -0.074
H -3.224 5.204 2.694 0.083 0.023 -0.060
H -1.969 4.738 3.881 0.046 0.037 -0.059
H -1.934 4.133 0.826 -0.048 0.118 0.111
H -0.637 3.634 1.953 0.066 0.064 -0.030
H -0.227 4.455 0.429 0.005 0.005 0.213
C -0.381 10.214 -2.082 -0.027 0.097 -0.171
S -0.073 8.480 -1.682 0.146 -0.165 0.077
O 1.110 8.039 -2.483 -0.294 0.197 0.013
C -1.549 7.838 -2.497 -0.065 -0.003 -0.123
H 0.447 10.810 -1.697 -0.015 -0.137 0.015
H -0.446 10.340 -3.164 0.027 -0.062 0.024
H -1.310 10.537 -1.609 0.041 -0.070 0.028
H -1.540 8.115 -3.553 0.105 0.027 0.041
H -2.437 8.241 -2.009 0.088 -0.037 0.079
H -1.548 6.752 -2.406 0.094 0.096 0.104

---

(2)
68
Properties=species:S:1:pos:R:3:forces:R:3 method="wB97M-V/def2-TZVPD" charge=+1 energy_ev=-29531.48909
C 6.291 -2.253 3.621 -0.819 -0.123 0.285
C 5.652 -2.399 2.098 0.549 0.722 0.448
C 5.270 -0.893 1.548 0.881 -0.287 -0.806
C 4.973 -0.968 -0.073 -0.029 -0.582 0.048
C 3.455 -0.516 -0.505 0.724 -0.090 -0.886
C 3.071 1.038 -0.098 -0.115 -0.264 -0.710
C 1.844 1.127 1.032 0.892 -0.085 -0.467
C 0.570 1.981 0.434 0.902 0.652 -0.371
C -0.173 2.950 1.525 0.824 -0.157 0.475
C -1.139 2.184 2.603 -0.908 0.350 0.300
C -2.190 1.104 1.961 -0.958 0.040 0.941
C -3.637 1.782 1.481 0.921 -0.960 -0.573
C -4.465 0.523 0.755 0.099 0.504 -0.093
C -5.602 -0.089 1.770 -0.860 -0.164 -0.348
C -5.813 -1.727 1.631 0.041 -0.667 0.401
N -6.107 -2.402 0.309 0.714 -1.806 6.707
C -6.279 -3.881 0.591 1.063 1.646 5.117
C -6.031 -4.033 2.220 -0.515 1.484 -3.596
N -5.740 -2.663 2.845 -1.524 -1.085 -8.328
H 6.019 -3.209 4.281 0.685 2.139 -1.427
H 7.454 -2.109 3.634 -2.290 -0.266 -0.195
H 5.792 -1.295 4.130 1.132 -2.160 -0.992
H 4.703 -3.090 2.107 1.846 1.349 -0.034
H 6.471 -2.870 1.373 -1.887 1.000 1.534
H 6.227 -0.225 1.681 -1.848 -1.241 -0.040
H 4.401 -0.375 2.137 1.521 -1.185 -1.039
H 5.813 -0.359 -0.662 -2.036 -1.215 1.222
H 5.109 -2.114 -0.373 -0.299 2.491 0.446
H 2.691 -1.317 -0.097 1.416 1.740 -0.584
H 3.404 -0.607 -1.694 0.081 0.153 2.538
H 2.736 1.560 -1.117 0.554 -0.994 2.384
H 4.045 1.614 0.251 -2.059 -1.271 -0.553
H 1.570 -0.005 1.264 0.370 2.539 -0.202
H 2.322 1.642 1.991 -1.330 -1.118 -1.883
H 1.030 2.708 -0.394 -1.105 -1.594 1.781
H -0.132 1.244 -0.143 1.134 1.512 1.163
H -0.725 3.841 0.984 0.869 -1.986 1.037
H 0.698 3.462 2.160 -1.879 -1.038 -1.381
H -1.802 3.027 3.128 1.416 -1.817 -1.022
H -0.565 1.647 3.486 -0.834 1.147 -2.060
H -2.495 0.329 2.815 0.747 1.525 -1.729
H -1.753 0.463 1.085 -0.696 1.427 1.593
H -3.409 2.621 0.678 -0.660 -1.716 1.747
H -4.239 2.233 2.403 1.339 -0.961 -2.067
H -3.699 -0.307 0.426 -1.502 1.631 0.780
H -4.982 0.922 -0.217 0.841 -0.868 1.883
H -5.403 0.239 2.899 -0.317 -1.160 -2.472
H -6.640 0.409 1.460 2.124 -1.236 0.811
H -6.167 -1.874 -0.590 0.072 -0.719 1.227
H -6.553 -4.730 -0.199 0.760 2.338 1.998
H -6.098 -5.045 2.844 0.224 2.697 -1.532
H -5.537 -2.401 3.838 -0.285 -0.263 -1.455
C -0.481 0.139 -2.790 0.105 0.316 0.024
O 0.420 1.216 -3.024 -0.101 -0.497 -0.147
C 1.593 0.798 -3.729 -0.151 0.562 -0.262
C 1.518 1.189 -5.209 0.018 -0.589 0.144
O 0.501 0.451 -5.890 -0.147 0.401 0.287
C -0.674 1.225 -6.106 0.099 -0.184 -0.054
H -1.430 0.556 -2.442 0.140 0.082 -0.014
H -0.669 -0.438 -3.699 0.055 -0.010 0.006
H -0.080 -0.516 -2.011 -0.011 -0.150 0.001
H 1.755 -0.281 -3.615 -0.082 0.092 -0.096
H 2.442 1.316 -3.271 0.002 -0.030 -0.062
H 2.470 0.935 -5.687 -0.017 0.031 0.056
H 1.363 2.269 -5.322 -0.042 -0.126 0.106
H -0.488 1.970 -6.886 -0.092 0.084 0.029
H -1.005 1.724 -5.191 0.057 0.018 -0.030
H -1.469 0.556 -6.443 0.181 -0.010 -0.010